Below is an isolated molecule of C5H11BrSi at a distorted geometry, with properties calculated with the ωB97M-V functional and the def2-TZVPD basis.

The calculation puts the HOMO energy at -9.3 eV. The value obtained for the energy above the lowest of the compared OMol25 structures with the same formula, charge and spin is 0.607 eV. The spin multiplicity is 1. Its HOMO-LUMO gap is 10.093 eV. For the LUMO energy, the calculation gives 0.745 eV.

Geometry (Å):
H 1.48231 -0.19165 0.40673
C 0.99654 -2.07163 -0.01919
C -1.26528 1.48355 -1.54739
H -1.68268 1.80336 2.06610
C 0.75185 -0.58522 -0.24866
H 3.13846 -2.24260 0.28326
H -0.60546 2.35777 -1.48355
H -2.31109 1.92097 -1.62855
H 2.33418 -3.79470 0.09166
H 0.89456 -0.38303 -1.31102
Br -2.88063 -0.64423 0.36653
H 0.22250 -2.73950 -0.03495
H -0.07899 1.70466 2.43117
C 2.23290 -2.66143 0.06391
Si -0.92923 0.58690 0.12647
H -0.59401 2.82220 1.25884
H -0.96176 0.83471 -2.39587
C -0.74415 1.79990 1.57450